{
  "formula": "C18H30NO3",
  "method": "wB97M-V/def2-TZVPD",
  "symbols": ["C", "C", "C", "H", "H", "H", "N", "H", "C", "H", "H", "C", "O", "H", "H", "C", "O", "C", "C", "C", "C", "C", "C", "H", "H", "C", "H", "H", "C", "O", "C", "C", "C", "C", "H", "H", "H", "H", "H", "H", "H", "H", "H", "H", "H", "H", "H", "H", "H", "H", "H", "H"],
  "xyz": [[-6.39221, -2.21902, -0.20634], [-4.92878, -1.95072, -0.51846], [-3.99197, -2.89890, 0.21293], [-4.12392, -3.90474, -0.17458], [-2.95208, -2.61778, 0.06274], [-4.20434, -2.92794, 1.27794], [-4.57410, -0.53456, -0.19426], [-5.14522, 0.12241, -0.74441], [-4.70730, -0.07814, 1.20720], [-4.06954, -0.67252, 1.85943], [-5.74767, -0.16498, 1.52090], [-4.28031, 1.39869, 1.23809], [-4.95824, 2.00178, 0.15794], [-4.84293, 2.95751, 0.17481], [-4.59266, 1.84326, 2.19261], [-2.74959, 1.54917, 1.13315], [-2.27762, 0.73187, 0.08096], [-0.93055, 0.78945, -0.26933], [-0.55668, -0.01997, -1.33519], [0.75448, -0.02600, -1.76810], [1.71309, 0.77362, -1.15623], [1.32168, 1.56622, -0.08579], [0.01217, 1.57984, 0.36530], [-0.25014, 2.20962, 1.20033], [2.04906, 2.19421, 0.40512], [3.13668, 0.76693, -1.61955], [3.21109, 0.37406, -2.63344], [3.54418, 1.77868, -1.61674], [4.01696, -0.09287, -0.70589], [5.32922, -0.03822, -1.20745], [6.26426, -0.81236, -0.48533], [6.55730, -0.26961, 0.89751], [7.33255, -1.10980, 1.86585], [5.87910, -0.84182, 2.10717], [5.60480, -0.17472, 2.91067], [5.18550, -1.65819, 1.96633], [8.05897, -0.62571, 2.49913], [7.62088, -2.10180, 1.55367], [6.75479, 0.79563, 0.89334], [7.17095, -0.78326, -1.09674], [5.91851, -1.85524, -0.41389], [3.97356, 0.28759, 0.32482], [3.65360, -1.13441, -0.69894], [1.03332, -0.65416, -2.60002], [-1.29865, -0.63256, -1.82618], [-2.29179, 1.24978, 2.08458], [-2.50368, 2.60112, 0.94101], [-3.57881, -0.32611, -0.43355], [-4.76925, -2.05123, -1.59740], [-7.03523, -1.46647, -0.65669], [-6.67531, -3.18424, -0.61562], [-6.57395, -2.25057, 0.86423]],
  "forces_ev_per_a": [[0.151, 0.100, -0.094], [-0.181, -0.558, 0.037], [-0.031, 0.142, -0.135], [-0.028, -0.069, -0.038], [0.161, -0.012, 0.011], [-0.008, 0.000, 0.132], [0.170, 0.291, -0.410], [0.201, -0.199, -0.007], [-0.108, 0.532, 0.488], [-0.040, -0.041, -0.095], [0.090, -0.088, -0.080], [0.606, -0.173, 0.191], [-0.141, 0.038, -0.151], [-0.016, 0.002, -0.028], [0.058, -0.159, -0.092], [-0.293, 0.204, 0.230], [0.159, 0.005, -0.049], [0.132, -0.171, -0.208], [-0.147, 0.102, 0.174], [-0.074, 0.049, 0.106], [0.037, 0.089, 0.012], [0.014, -0.142, -0.167], [-0.383, 0.022, 0.157], [-0.044, 0.072, 0.087], [0.099, 0.090, 0.061], [0.361, -0.238, 0.229], [0.000, 0.054, -0.037], [0.000, 0.017, -0.067], [-0.103, 0.088, -0.065], [-0.167, 0.111, -0.084], [0.283, -0.003, 0.176], [-0.118, 0.007, -0.360], [0.067, -0.008, -0.017], [-0.127, 0.033, 0.129], [0.041, 0.073, 0.048], [-0.032, -0.087, -0.098], [0.022, 0.080, 0.033], [-0.025, -0.119, -0.064], [0.046, 0.015, 0.089], [-0.078, -0.095, 0.097], [0.065, 0.022, -0.003], [-0.034, -0.061, -0.077], [0.014, 0.084, 0.040], [0.048, -0.066, -0.113], [-0.091, -0.067, -0.069], [-0.013, 0.038, -0.064], [-0.008, -0.084, 0.039], [-0.391, -0.085, -0.068], [0.028, 0.165, 0.129], [-0.138, 0.066, -0.042], [-0.001, -0.075, -0.035], [-0.035, 0.008, 0.123]],
  "lowdin_charge": [-0.036, -0.364, -0.031, 0.098, 0.088, 0.087, 0.065, 0.176, -0.059, 0.145, 0.141, -0.310, -0.004, 0.123, 0.164, -0.130, -0.101, -0.242, -0.006, -0.015, -0.226, -0.013, -0.009, 0.109, 0.125, -0.117, 0.123, 0.129, -0.220, -0.135, -0.192, -0.282, -0.113, -0.133, 0.097, 0.099, 0.100, 0.103, 0.142, 0.133, 0.131, 0.124, 0.136, 0.122, 0.112, 0.147, 0.143, 0.148, 0.157, 0.092, 0.098, 0.086],
  "total_charge": 1,
  "e_above_lowest_ev": 1.166,
  "smiles": "CC(C)[NH2+]C[C@H](O)COc1ccc(CCOCC2CC2)cc1",
  "homo_lumo_gap_ev": 9.0,
  "homo_ev": -11.375,
  "largest_force_ev_per_a": 0.73,
  "e_lumo_ev": -2.370
}